# 1
Below is a structure of composition C5H13NO at a distorted geometry, with properties calculated with ωB97M-V with the def2-TZVPD basis set.

The geometry in ORCA input format:
```
! RIJCOSX wB97M-V def2-TZVPD def2/J DEFGRID3
* xyz 0 1
C 0.14093 -1.99063 -0.56746
C 0.68280 -0.64860 -0.05582
C -0.01376 0.21837 0.95325
C -1.49029 0.45678 0.90307
C -1.85380 1.01076 -0.46747
O 0.36394 1.92391 -1.05981
N 2.12066 -0.97211 0.32714
H 0.04685 -2.82770 0.20340
H -0.85506 -1.74674 -1.03493
H 0.98665 -2.32191 -1.24268
H 0.86403 0.07323 -0.92649
H 0.42536 1.18918 0.64641
H 0.24038 0.00058 1.97420
H -2.00893 -0.50135 1.21483
H -1.57746 1.11503 1.82245
H -2.76579 1.59715 -0.63300
H -1.67391 0.21531 -1.25565
H -0.81492 1.85747 -1.00276
H 2.53061 -0.06282 0.58978
H 2.05081 -1.45409 1.23948
*
```

Results
Energy above the lowest of the compared OMol25 structures with the same formula, charge and spin ... 698.68 kJ/mol

# 2
Below is a cluster of 2 separate species, C5H13NO in total at a distorted geometry, with properties calculated with ωB97M-V with the def2-TZVPD basis set.

The geometry in ORCA input format:
```
! RIJCOSX wB97M-V def2-TZVPD def2/J DEFGRID3
* xyz 0 1
C -1.07487 0.32250 2.52285
C -0.56995 0.30830 1.07735
C -0.97318 -1.00694 0.41201
N -2.27234 -1.48423 0.41800
O -0.18504 -1.54551 -0.34636
H -0.73255 -0.58182 3.04288
H -2.13484 0.45298 2.77572
H -0.51464 1.10029 3.07131
H -1.01205 1.15181 0.48967
H 0.52744 0.20705 0.99566
H -2.47643 -2.35399 -0.03471
H -2.95495 -0.99865 0.97227
C 1.28023 0.01614 -2.03574
C 2.32629 1.14451 -1.72651
H 1.29471 -0.18258 -3.11061
H 1.37722 -0.91721 -1.53151
H 0.27031 0.40998 -1.95751
H 2.36188 1.30452 -0.66198
H 2.19318 1.98747 -2.38412
H 3.26958 0.66538 -1.98866
*
```

Results
Energy above the lowest of the compared OMol25 structures with the same formula, charge and spin ... 78.92 kJ/mol
SMILES string ... CCC(N)=O.CC

# 3
Below is a cluster of 2 separate species, C5H13NO in total at a distorted geometry, with properties calculated with ωB97M-V with the def2-TZVPD basis set.

The geometry in ORCA input format:
```
! RIJCOSX wB97M-V def2-TZVPD def2/J DEFGRID3
* xyz 0 1
C 2.08786 -0.01692 0.79936
C 0.92000 0.27829 1.37448
N 2.14786 -1.50302 0.59767
H 2.96491 0.50969 0.47802
H 0.39875 1.19433 1.13470
H 0.43176 -0.45372 2.00164
H 2.41253 -2.03483 1.42946
H 1.14994 -1.70994 0.31506
H 2.77337 -1.75867 -0.15882
C -0.75880 -0.23232 -1.24532
O -0.34927 -0.74490 -0.03623
C -1.37063 1.16892 -1.10844
C -2.54780 1.20606 -0.15260
H -1.52669 -0.88848 -1.68615
H 0.06810 -0.15444 -1.98137
H -1.63079 1.60004 -2.08323
H -0.58003 1.82519 -0.72875
H -2.77645 2.22015 0.18125
H -2.34117 0.61347 0.73361
H -3.45536 0.82527 -0.62146
*
```

Results
Energy above the lowest of the compared OMol25 structures with the same formula, charge and spin ... 442.14 kJ/mol

# 4
Below is a cluster of 2 separate species, C5H13NO in total at a distorted geometry, with properties calculated with ωB97M-V with the def2-TZVPD basis set.

The geometry in ORCA input format:
```
! RIJCOSX wB97M-V def2-TZVPD def2/J DEFGRID3
* xyz 0 1
C -0.08644 -2.21146 -0.66471
N 0.86554 -1.14144 -0.41361
C 0.51833 0.09818 -0.67313
C 1.60774 1.14136 -0.64785
C -0.78409 0.51010 -1.31460
H -0.69406 -2.07678 -1.56519
H -0.76229 -2.33254 0.19096
H 0.46171 -3.14813 -0.79956
H 1.21092 2.07968 -0.25217
H 2.43824 0.80734 -0.02093
H 1.98024 1.29114 -1.66521
H -1.62508 -0.01173 -0.85226
H -0.75411 0.26419 -2.37997
H -0.93959 1.58611 -1.20076
C -0.33730 0.28393 2.16687
O -0.71662 1.59280 1.77290
H -0.04876 0.30756 3.22075
H -1.16739 -0.41679 2.03039
H 0.49959 -0.19804 1.48947
H -1.66658 1.57453 1.57861
*
```

Results
Energy above the lowest of the compared OMol25 structures with the same formula, charge and spin ... 192.04 kJ/mol
SMILES string ... CN=C(C)C.CO

# 5
Below is a cluster of 2 separate species, C5H13NO in total at a distorted geometry, with properties calculated with ωB97M-V with the def2-TZVPD basis set.

The geometry in ORCA input format:
```
! RIJCOSX wB97M-V def2-TZVPD def2/J DEFGRID3
* xyz 0 1
C 0.68476 2.01180 0.82934
C 1.09204 1.14382 -0.12196
C 2.53212 0.78966 -0.34182
C 0.07498 0.65853 -1.15066
C 0.17583 -0.86996 -1.27812
N -0.47644 -1.41145 -0.02213
H 1.49525 2.28665 1.51779
H -0.37818 2.17153 0.97399
H 2.74036 0.98188 -1.39929
H 3.17263 1.41471 0.28563
H 2.71933 -0.20149 0.06058
H -0.90718 1.02976 -0.84027
H 0.33905 1.21443 -2.05613
H 1.21108 -1.20715 -1.20817
H -0.28051 -1.31744 -2.15781
H -0.39883 -2.40482 -0.20905
H -1.39325 -1.23836 0.34907
O -3.24894 -1.57260 1.63052
H -2.41994 -1.11388 1.80838
H -3.65822 -1.45438 2.50443
*
```

Results
Energy above the lowest of the compared OMol25 structures with the same formula, charge and spin ... 195.73 kJ/mol
SMILES string ... C=C(C)CCN.O

# 6
Below is an isolated molecule of C5H13NO at a distorted geometry, with properties calculated with ωB97M-V with the def2-TZVPD basis set.

The geometry in ORCA input format:
```
! RIJCOSX wB97M-V def2-TZVPD def2/J DEFGRID3
* xyz 0 1
C 1.12835 1.91061 0.60599
N 0.39991 0.71325 1.17661
C 0.39683 -0.48189 0.30243
C 1.02687 -1.81008 0.82052
C -0.89946 -0.68676 -0.61841
C -1.23950 0.48528 -1.56946
O -1.89283 -1.24137 0.38094
H 0.63476 2.27006 -0.28299
H 2.04868 1.43357 0.37145
H 1.27420 2.75614 1.32885
H -0.39795 1.05055 1.68172
H 1.13201 -0.20164 -0.59374
H 0.24460 -2.26338 1.42860
H 1.26876 -2.58733 0.04357
H 2.06315 -1.68975 1.32123
H -0.64568 -1.50044 -1.25333
H -0.43556 1.17867 -1.57549
H -2.00577 1.17233 -0.99485
H -1.47069 0.18961 -2.67170
H -2.63068 -0.69744 0.09804
*
```

Results
Energy above the lowest of the compared OMol25 structures with the same formula, charge and spin ... 277.99 kJ/mol
SMILES string ... CN[C@@H](C)[C@H](C)O

| no. | electronic energy (Ha) | Kohn-Sham gap (eV) |
| --- | --- | --- |
| 1 | -328.052734 | 6.86 |
| 2 | -328.288787 | 10.40 |
| 3 | -328.150444 | 7.26 |
| 4 | -328.245703 | 10.16 |
| 5 | -328.244298 | 9.73 |
| 6 | -328.212965 | 9.36 |